ORCA calculation (ωB97M-V with the def2-TZVPD basis set) on 2 unconnected molecules or ions with the total composition C16H31N4O10S2.

Values from the calculation:
total charge = +1
HOMO level = -12.629 eV

Positions of all 63 atoms, in Å:
C (0.815, -0.846, 4.487)
O (-0.134, 0.165, 4.707)
C (-1.464, -0.208, 4.427)
C (-2.098, 0.762, 3.451)
C (-1.310, 0.748, 2.122)
N (-0.918, 2.111, 1.785)
C (0.030, 2.519, 0.962)
N (0.282, 3.794, 0.680)
C (1.252, 3.812, -0.188)
C (1.865, 4.999, -0.829)
C (3.355, 4.808, -1.082)
O (3.882, 5.113, -2.130)
O (4.016, 4.273, -0.027)
C (5.249, 3.650, -0.379)
C (5.189, 2.314, -1.049)
O (6.283, 4.197, -0.096)
N (1.639, 2.573, -0.464)
N (0.886, 1.732, 0.277)
C (1.170, 0.312, 0.149)
C (0.272, -0.390, -0.869)
C (1.076, -1.565, -1.411)
S (2.251, -1.020, -2.619)
O (3.545, -1.496, -2.251)
O (2.183, 0.408, -2.763)
O (1.781, -1.784, -3.899)
H (0.813, -1.602, 5.267)
H (0.643, -1.368, 3.542)
H (1.789, -0.387, 4.415)
H (-2.042, -0.269, 5.341)
H (-1.495, -1.199, 3.971)
H (-2.099, 1.748, 3.898)
H (-3.102, 0.401, 3.278)
H (-0.468, 0.099, 2.274)
H (-1.993, 0.380, 1.367)
H (-1.450, 2.845, 2.212)
H (1.706, 5.868, -0.208)
H (1.386, 5.140, -1.787)
H (6.183, 1.903, -1.055)
H (4.541, 1.644, -0.495)
H (4.829, 2.383, -2.068)
H (2.354, 2.290, -1.119)
H (1.227, -0.203, 1.094)
H (2.167, 0.258, -0.262)
H (-0.673, -0.709, -0.459)
H (0.161, 0.322, -1.676)
H (0.462, -2.390, -1.748)
H (1.684, -1.956, -0.607)
H (2.416, -1.601, -4.608)
O (-3.742, -3.887, 0.480)
S (-3.225, -4.080, -0.839)
O (-2.205, -3.201, -1.338)
O (-4.429, -4.120, -1.866)
C (-5.368, -3.021, -1.872)
C (-4.802, -1.770, -2.516)
C (-2.698, -5.744, -1.043)
H (-5.712, -2.828, -0.856)
H (-6.222, -3.377, -2.443)
H (-3.981, -1.358, -1.930)
H (-5.577, -1.008, -2.596)
H (-4.417, -1.991, -3.511)
H (-3.481, -6.407, -0.686)
H (-1.795, -5.869, -0.450)
H (-2.485, -5.918, -2.094)

For reference, the Löwdin charges in units of e are: -0.108 -0.172 -0.237 -0.124 -0.137 0.128 -0.284 0.229 -0.265 0.039 -0.448 0.162 0.091 -0.422 0.035 0.184 0.186 0.042 -0.107 -0.163 -0.197 0.585 -0.264 -0.293 -0.113 0.095 0.073 0.089 0.129 0.125 0.118 0.119 0.085 0.123 0.153 0.149 0.146 0.101 0.080 0.099 0.158 0.126 0.106 0.108 0.112 0.107 0.111 0.119 -0.271 0.563 -0.301 -0.256 -0.238 -0.072 -0.114 0.117 0.126 0.061 0.085 0.087 0.081 0.078 0.079

ORCA calculation (ωB97M-V with the def2-TZVPD basis set) on a molecular structure, C16H31NOP2Zn.

Values from the calculation:
total charge = 0
HOMO level = -7.965 eV

Positions of all 52 atoms, in Å:
P (0.678, -1.491, -4.552)
P (1.622, 1.916, -3.949)
C (0.930, -0.116, -5.792)
C (2.024, 0.915, -5.503)
H (-0.065, 0.353, -5.835)
H (1.108, -0.618, -6.749)
H (3.013, 0.440, -5.376)
H (2.057, 1.683, -6.283)
C (0.095, 2.671, -4.733)
H (-0.470, 3.261, -4.001)
H (-0.592, 1.928, -5.146)
H (0.389, 3.352, -5.553)
C (2.458, 3.582, -3.889)
H (1.797, 4.304, -4.403)
H (3.422, 3.512, -4.401)
H (2.625, 3.932, -2.857)
C (0.072, -2.744, -5.818)
H (-0.044, -3.735, -5.358)
H (0.848, -2.833, -6.593)
H (-0.868, -2.462, -6.299)
C (2.224, -2.423, -4.444)
H (2.977, -1.659, -4.263)
H (2.500, -3.040, -5.304)
H (2.057, -3.078, -3.578)
Zn (2.678, 0.517, -2.608)
C (-2.497, 1.192, -3.424)
C (-3.186, 0.889, -4.545)
C (-4.259, -0.152, -4.722)
C (-3.983, -1.492, -4.033)
C (-2.630, -2.016, -4.292)
C (-1.708, -1.932, -3.332)
C (-1.470, -0.883, -2.266)
C (-2.356, 0.392, -2.169)
C (3.580, -1.196, -1.981)
H (-2.022, 2.168, -3.360)
H (-3.019, 1.475, -5.462)
H (-4.398, -0.306, -5.814)
H (-5.254, 0.157, -4.329)
H (-4.054, -1.396, -2.943)
H (-4.706, -2.248, -4.351)
H (-2.485, -2.578, -5.224)
H (-0.947, -2.719, -3.280)
H (-0.420, -0.515, -2.332)
H (-1.476, -1.373, -1.281)
H (-3.338, 0.223, -1.679)
H (-1.800, 1.032, -1.458)
H (4.370, -1.160, -2.746)
H (2.947, -2.094, -2.066)
H (4.045, -1.169, -0.988)
O (2.031, 3.323, 0.527)
C (2.521, 2.513, -0.202)
N (2.977, 1.696, -0.956)

For reference, the Löwdin charges in units of e are: 0.900 0.865 -0.409 -0.403 0.052 0.077 0.070 0.079 -0.253 0.047 0.004 0.064 -0.238 0.038 0.047 0.043 -0.280 0.058 0.036 0.023 -0.325 -0.022 0.047 0.045 0.539 -0.114 -0.105 -0.192 -0.211 -0.139 -0.214 -0.204 -0.192 -0.247 0.071 0.100 0.111 0.121 0.106 0.117 0.092 0.070 0.058 0.115 0.116 0.111 -0.042 -0.044 -0.017 0.019 -0.565 -0.025